[1]
{
  "formula": "C57H55BiN2P2Si",
  "method": "ωB97M-V/def2-TZVPD",
  "species": ["Bi", "C", "Si", "C", "C", "C", "C", "C", "C", "P", "C", "C", "C", "C", "C", "C", "C", "C", "C", "C", "C", "C", "C", "C", "C", "C", "C", "C", "P", "C", "C", "C", "C", "C", "C", "C", "C", "C", "C", "C", "C", "H", "H", "H", "H", "H", "H", "H", "H", "H", "H", "H", "H", "H", "H", "H", "H", "H", "H", "H", "H", "H", "H", "H", "H", "H", "H", "H", "H", "H", "H", "H", "C", "C", "C", "C", "C", "C", "C", "C", "N", "C", "C", "C", "C", "N", "C", "C", "C", "C", "C", "C", "C", "C", "H", "H", "H", "H", "H", "H", "H", "H", "H", "H", "H", "H", "H", "H", "H", "H", "H", "H", "H", "H", "H", "H", "H", "H"],
  "coordinates": [[-0.51569, 0.41190, -0.08620], [2.55486, -1.82568, 1.88503], [0.97988, -1.73181, 0.89757], [0.68439, -2.47702, -0.80968], [-0.45504, -3.25207, -1.04804], [-0.78113, -3.65232, -2.34027], [0.03228, -3.30129, -3.40684], [1.19703, -2.57206, -3.18628], [1.53309, -2.15710, -1.90225], [3.11378, -1.39334, -1.40792], [4.19557, -2.83655, -1.13093], [5.39994, -2.58072, -0.47025], [6.33287, -3.59029, -0.28572], [6.06524, -4.87261, -0.74949], [4.85993, -5.14243, -1.38115], [3.92513, -4.12925, -1.57204], [3.85294, -0.58344, -2.86555], [3.64874, 0.78781, -3.01771], [4.28439, 1.49915, -4.02531], [5.15172, 0.84367, -4.89019], [5.36839, -0.52003, -4.74652], [4.72913, -1.22950, -3.73720], [-0.24859, -2.59363, 2.07347], [0.18254, -3.84394, 2.54083], [-0.54881, -4.56396, 3.47135], [-1.73806, -4.04755, 3.97219], [-2.19612, -2.82271, 3.52074], [-1.45905, -2.10670, 2.56925], [-2.16753, -0.60776, 1.84710], [-3.37419, -1.18656, 0.60338], [-3.84213, -0.28269, -0.35834], [-4.76591, -0.67524, -1.31534], [-5.23231, -1.98238, -1.32501], [-4.77487, -2.88846, -0.37632], [-3.85122, -2.49770, 0.58401], [-3.10437, 0.21791, 3.14950], [-4.34875, 0.79051, 2.89412], [-5.02997, 1.43792, 3.91654], [-4.47152, 1.51651, 5.18617], [-3.22808, 0.94742, 5.44041], [-2.53752, 0.30652, 4.42303], [3.12129, -2.70081, 1.53743], [2.30254, -1.96134, 2.93859], [3.20582, -0.96052, 1.77317], [-1.10274, -3.53354, -0.22440], [-1.67413, -4.24213, -2.51234], [-0.22571, -3.61897, -4.41087], [1.85373, -2.33315, -4.01719], [5.61334, -1.57948, -0.10785], [7.26540, -3.37926, 0.22324], [6.79587, -5.66115, -0.61552], [4.64410, -6.14433, -1.73199], [2.98552, -4.35974, -2.05936], [2.98795, 1.30889, -2.32945], [4.12043, 2.56654, -4.12907], [5.66539, 1.39664, -5.66778], [6.04739, -1.03363, -5.41540], [4.91381, -2.29246, -3.63348], [1.11800, -4.26383, 2.17760], [-0.18401, -5.52303, 3.81872], [-2.30900, -4.59975, 4.70793], [-3.13326, -2.43131, 3.89635], [-3.49281, 0.74561, -0.36121], [-5.11248, 0.03782, -2.05407], [-5.95536, -2.29517, -2.06844], [-5.13727, -3.90928, -0.38090], [-3.50353, -3.22302, 1.30881], [-4.79667, 0.71621, 1.90999], [-6.00456, 1.86895, 3.72597], [-5.00894, 2.01816, 5.98259], [-2.79916, 0.99976, 6.43437], [-1.56709, -0.13549, 4.62288], [-1.39817, 3.07425, 3.08861], [-0.04609, 2.43661, 3.32201], [0.41891, 2.20685, 4.61213], [1.70394, 1.72928, 4.83030], [2.56329, 1.52048, 3.75941], [2.14470, 1.74294, 2.45200], [3.10496, 1.64097, 1.29116], [0.82530, 2.14847, 2.26859], [0.30206, 2.28169, 0.92316], [0.35119, 3.40976, 0.31619], [1.02156, 4.60840, 0.89820], [-0.39521, 3.57472, -0.98841], [-0.73860, 4.97239, -1.41658], [-0.68802, 2.50949, -1.60905], [-1.69520, 2.45588, -2.62824], [-3.01874, 2.83203, -2.33112], [-3.48047, 3.32689, -0.97736], [-3.97590, 2.68907, -3.33166], [-3.64362, 2.19010, -4.57793], [-2.34348, 1.78025, -4.83412], [-1.35930, 1.88146, -3.86261], [0.03973, 1.41163, -4.13603], [-2.05274, 2.92842, 3.94690], [-1.90906, 2.67869, 2.20951], [-1.28491, 4.15513, 2.94801], [-0.23186, 2.42588, 5.45285], [2.05098, 1.55310, 5.84097], [3.58807, 1.21209, 3.93835], [4.13238, 1.72129, 1.64548], [2.94753, 2.43793, 0.56035], [3.00760, 0.69881, 0.74703], [1.57912, 4.36710, 1.79709], [0.27870, 5.37319, 1.14132], [1.69438, 5.04750, 0.15724], [0.18579, 5.53843, -1.55912], [-1.32425, 5.50049, -0.66028], [-1.28955, 4.96310, -2.35141], [-2.78882, 3.08559, -0.16790], [-4.44581, 2.88471, -0.72954], [-3.62319, 4.41021, -0.97636], [-5.00043, 2.97648, -3.11892], [-4.40178, 2.10023, -5.34600], [-2.08500, 1.37140, -5.80464], [0.09516, 0.89967, -5.09541], [0.38382, 0.71490, -3.36497], [0.74624, 2.24230, -4.15766]],
  "forces_ev_per_angstrom": [[-0.08, -1.08, 0.26], [0.34, 0.04, -0.14], [-0.55, 0.01, 0.14], [0.40, -0.07, -0.23], [-0.02, 0.19, -0.02], [-0.04, -0.03, -0.01], [-0.02, -0.01, -0.02], [0.03, 0.13, 0.03], [-0.07, -0.40, 0.12], [-0.14, 0.34, 0.14], [0.03, 0.04, -0.07], [0.03, -0.02, 0.01], [-0.04, 0.04, 0.01], [0.00, -0.01, 0.00], [-0.06, 0.02, 0.01], [0.02, -0.07, 0.06], [0.11, -0.08, 0.00], [-0.13, 0.10, 0.00], [-0.03, -0.01, -0.04], [-0.02, 0.01, 0.02], [-0.02, -0.03, 0.03], [-0.08, -0.05, -0.13], [0.00, -0.02, -0.04], [0.07, 0.00, -0.07], [0.01, -0.01, 0.01], [-0.01, 0.01, -0.01], [0.01, 0.02, -0.07], [0.04, 0.05, 0.00], [-0.24, -0.34, -0.21], [-0.05, 0.09, -0.01], [0.02, 0.02, 0.03], [0.02, 0.01, 0.03], [-0.02, -0.05, 0.04], [0.01, 0.00, 0.00], [0.03, -0.02, -0.01], [0.16, 0.15, 0.01], [-0.03, 0.02, 0.03], [0.03, -0.01, -0.01], [0.02, 0.01, 0.02], [-0.01, -0.02, -0.01], [-0.03, -0.06, 0.02], [-0.07, 0.12, 0.08], [0.01, 0.04, -0.07], [-0.03, -0.13, 0.01], [0.01, 0.00, -0.04], [0.05, 0.03, 0.02], [0.02, 0.03, 0.06], [-0.02, -0.02, 0.05], [0.00, -0.03, -0.03], [-0.03, 0.00, -0.04], [-0.05, 0.03, 0.01], [0.01, 0.04, 0.01], [0.02, 0.03, -0.05], [0.04, -0.01, 0.02], [0.00, -0.09, 0.02], [-0.04, -0.04, 0.04], [-0.02, 0.01, 0.02], [0.04, 0.03, 0.04], [-0.08, 0.04, 0.05], [-0.02, 0.04, -0.02], [0.02, 0.02, -0.02], [0.01, 0.03, 0.01], [-0.01, -0.08, 0.00], [0.02, -0.02, 0.04], [0.05, 0.01, 0.03], [0.01, 0.05, 0.00], [0.00, 0.03, 0.00], [0.00, 0.00, 0.05], [0.03, -0.01, -0.01], [0.03, -0.05, -0.05], [-0.02, -0.01, -0.06], [-0.05, 0.02, -0.01], [0.16, 0.03, 0.03], [-0.12, 0.05, -0.07], [0.04, -0.02, 0.07], [-0.01, -0.01, -0.06], [0.03, 0.04, 0.08], [0.13, 0.03, -0.13], [-0.10, 0.00, 0.06], [-0.19, -0.08, -0.03], [0.03, 0.25, 0.20], [0.06, 0.37, -0.14], [0.02, 0.07, -0.06], [0.12, 0.35, 0.04], [0.01, -0.03, 0.15], [-0.21, 0.05, -0.25], [0.02, 0.01, 0.09], [0.13, -0.06, 0.14], [0.09, 0.08, -0.13], [-0.03, -0.02, -0.02], [-0.01, -0.03, -0.04], [-0.02, -0.01, -0.05], [0.06, 0.07, 0.08], [0.06, -0.02, 0.04], [0.06, 0.02, -0.04], [0.00, -0.03, -0.01], [0.00, -0.07, -0.02], [0.05, -0.02, -0.06], [-0.02, 0.02, -0.04], [-0.07, 0.01, 0.00], [-0.03, -0.04, -0.01], [0.03, 0.02, 0.07], [-0.03, 0.05, -0.07], [0.01, -0.01, 0.01], [0.02, -0.03, -0.03], [-0.04, -0.01, 0.03], [-0.06, -0.02, 0.00], [0.01, -0.04, -0.02], [-0.03, -0.03, -0.04], [0.02, -0.02, 0.02], [-0.01, 0.02, -0.02], [0.04, -0.01, 0.01], [0.05, -0.01, -0.01], [0.03, 0.01, 0.03], [-0.02, 0.01, 0.07], [0.00, 0.02, 0.03], [0.02, 0.00, 0.01], [0.05, 0.02, 0.01]],
  "max_force_ev_per_a": 1.11,
  "e_above_lowest_kcal_mol": 0.0,
  "charge": 2
}

---

[2]
{
  "formula": "C12H27FNO9PS",
  "method": "ωB97M-V/def2-TZVPD",
  "species": ["C", "P", "C", "N", "C", "C", "O", "S", "O", "O", "F", "H", "H", "H", "H", "H", "H", "H", "H", "H", "H", "H", "C", "C", "O", "C", "O", "O", "C", "H", "H", "H", "H", "H", "H", "H", "H", "C", "C", "O", "C", "O", "O", "C", "H", "H", "H", "H", "H", "H", "H", "H"],
  "coordinates": [[-3.69432, 1.00925, -2.82783], [-3.57616, -0.80780, -2.64387], [-4.01478, -1.28782, -4.35501], [-1.80174, -1.13646, -2.75874], [-0.84180, -0.01377, -2.87991], [0.47830, -0.38505, -3.56652], [0.23529, -1.24204, -4.66629], [-1.38854, -2.36386, -1.73897], [-2.20382, -2.43191, -0.57836], [-1.07699, -3.52788, -2.48704], [-0.00289, -1.81130, -1.21016], [-3.37689, 1.51970, -1.91814], [-3.17898, 1.43502, -3.68809], [-4.76372, 1.19461, -2.95715], [-5.06229, -1.02832, -4.52628], [-3.39057, -0.80972, -5.11144], [-3.90770, -2.36905, -4.44657], [-1.32655, 0.71012, -3.52799], [-0.65641, 0.46478, -1.91482], [1.19716, -0.81147, -2.86694], [0.91372, 0.54647, -3.94131], [0.67998, -2.07928, -4.53276], [3.69536, 4.33630, 0.36866], [4.75666, 3.30796, 0.68883], [4.18144, 2.09369, 1.20916], [3.66228, 1.27298, 0.29953], [3.66852, 1.43838, -0.89529], [3.15021, 0.21670, 0.92976], [2.56990, -0.75911, 0.05557], [3.07428, 4.52791, 1.24410], [4.16920, 5.27163, 0.06905], [3.05972, 3.99525, -0.44695], [5.41301, 3.65261, 1.48518], [5.36023, 3.06927, -0.18606], [3.29438, -1.07896, -0.69085], [1.69439, -0.33935, -0.43479], [2.28154, -1.59083, 0.69042], [-1.07715, -2.41585, 2.48803], [-1.59012, -2.54538, 3.90282], [-0.72458, -1.88402, 4.84876], [-0.84962, -0.56178, 4.91105], [-1.63557, 0.11293, 4.29504], [0.02842, -0.10171, 5.80490], [0.01665, 1.31926, 5.96889], [-0.04818, -2.77477, 2.42659], [-1.69208, -3.00382, 1.80904], [-1.10786, -1.37805, 2.15918], [-1.59472, -3.58303, 4.23032], [-2.59815, -2.14343, 4.00029], [-0.98839, 1.67277, 6.18951], [0.38096, 1.80735, 5.06605], [0.68376, 1.52120, 6.80118]],
  "forces_ev_per_angstrom": [[0.09, 0.07, 0.10], [0.10, -0.18, -0.45], [0.01, -0.01, -0.03], [-0.26, 0.29, 1.18], [0.06, -0.13, -0.52], [0.02, 0.01, -0.06], [0.04, 0.25, -0.12], [0.10, 0.26, -0.17], [-0.10, -0.13, -0.16], [0.07, -0.09, 0.07], [-0.03, -0.16, 0.01], [-0.01, 0.00, -0.02], [-0.03, -0.05, -0.04], [0.01, 0.00, 0.06], [0.02, -0.03, -0.02], [0.01, 0.04, 0.04], [-0.03, 0.02, -0.02], [-0.06, -0.04, 0.04], [0.04, 0.03, -0.04], [-0.07, -0.05, -0.06], [0.01, -0.01, 0.07], [-0.03, -0.15, 0.09], [-0.05, -0.04, 0.02], [0.08, 0.06, -0.01], [-0.07, 0.00, 0.00], [0.11, -0.06, -0.03], [-0.06, 0.03, 0.04], [0.04, 0.02, -0.02], [-0.01, 0.05, 0.08], [0.02, 0.02, 0.00], [0.00, 0.00, 0.00], [0.01, 0.00, -0.01], [-0.02, -0.02, 0.02], [-0.04, -0.02, -0.01], [-0.02, -0.01, -0.02], [0.04, -0.02, -0.02], [-0.01, 0.02, 0.01], [0.11, 0.04, 0.05], [-0.09, -0.06, -0.03], [0.04, 0.04, -0.02], [-0.12, -0.01, 0.12], [0.07, -0.01, -0.04], [0.02, -0.01, -0.04], [0.01, 0.01, 0.01], [-0.02, -0.03, -0.01], [-0.01, 0.00, 0.01], [-0.02, -0.01, -0.01], [0.03, 0.01, 0.01], [0.03, 0.05, 0.00], [0.00, 0.00, 0.00], [-0.02, 0.00, 0.00], [0.00, 0.00, -0.01]],
  "max_force_ev_per_a": 1.24,
  "e_above_lowest_kcal_mol": 0.0,
  "charge": 0
}

---

[3]
{
  "formula": "C5H8O2",
  "method": "ωB97M-V/def2-TZVPD",
  "species": ["C", "C", "O", "C", "C", "O", "C", "H", "H", "H", "H", "H", "H", "H", "H"],
  "coordinates": [[1.70291, 0.84466, -0.10183], [0.44237, 0.12188, 0.26705], [0.46460, -0.55109, 1.55904], [-0.96505, 0.70896, 0.19781], [-1.42027, -0.70184, -0.21317], [-1.63455, -0.70634, -1.61790], [0.01953, -1.26970, -0.15575], [1.60260, 1.24738, -1.11559], [1.90640, 1.67303, 0.58599], [2.55441, 0.15382, -0.10045], [1.25951, -1.11032, 1.57503], [-1.33619, 1.10246, 1.14909], [-1.11909, 1.43818, -0.60172], [-2.23439, -1.18589, 0.34311], [-1.44510, -1.60659, -1.92479]],
  "forces_ev_per_angstrom": [[0.00, -0.04, 0.01], [0.22, 0.20, -0.16], [0.11, -0.11, 0.04], [-0.05, 0.04, -0.01], [-0.19, -0.06, 0.23], [-0.01, -0.19, -0.03], [-0.06, 0.17, -0.02], [0.01, -0.06, 0.17], [-0.05, -0.11, -0.08], [-0.12, 0.09, 0.02], [-0.11, 0.05, 0.04], [0.08, -0.07, -0.16], [0.04, -0.14, 0.11], [0.21, 0.08, -0.14], [-0.07, 0.13, -0.01]],
  "max_force_ev_per_a": 0.33,
  "e_above_lowest_kcal_mol": 111.0,
  "charge": 0
}

---

[4]
{
  "formula": "C4H6Cl2",
  "method": "ωB97M-V/def2-TZVPD",
  "species": ["C", "C", "C", "C", "H", "H", "H", "H", "H", "H", "Cl", "Cl"],
  "coordinates": [[0.74334, -0.41427, 0.84823], [-0.60910, -0.20079, 0.20185], [-0.97729, -1.22573, -0.89314], [-1.65035, -1.25728, 0.36228], [0.92282, -1.41387, 1.19676], [0.80040, 0.24447, 1.72507], [-1.53504, -0.78706, -1.71815], [-0.20185, -2.02993, -1.09279], [-2.73656, -0.97868, 0.38558], [-1.53865, -2.12378, 1.01680], [2.14111, 0.01728, -0.22574], [-1.00880, 1.49315, -0.04653]],
  "forces_ev_per_angstrom": [[-0.20, 1.31, 0.41], [1.00, -1.40, -0.81], [1.95, 0.09, -1.70], [-3.12, -0.37, 2.32], [-0.19, -0.55, -0.16], [0.22, -0.13, -0.28], [0.37, -0.39, -0.09], [-1.07, 1.29, -0.05], [1.21, 0.15, -0.09], [0.51, 0.41, 0.09], [-0.50, -0.12, 0.25], [-0.19, -0.30, 0.09]],
  "max_force_ev_per_a": 3.91,
  "e_above_lowest_kcal_mol": 13.7,
  "charge": 0
}

---

no.,highest occupied orbital energy (eV),DFT total energy (a.u.),HOMO-LUMO gap (eV)
1,-12.350,-3500.94962,6.224
2,-9.234,-2044.76131,9.773
3,-8.685,-345.62801,9.376
4,-10.048,-1076.36036,10.964